Model a:
53
Properties=species:S:1:pos:R:3:nbo_charge:R:1 method="wB97M-V/def2-TZVPD" homo_ha=-0.325 multiplicity=1 gap_ev=9.313 lumo_energy_ev=0.5 total_charge=0
S -4.248 1.094 1.446 0.43
O 2.148 -2.911 0.894 -0.64
O -0.820 1.289 -1.762 -0.60
N -1.997 -0.388 -0.798 -0.47
N -0.994 -1.280 -0.970 -0.27
N 1.771 -1.291 -0.670 -0.64
C -6.184 0.065 0.121 -0.25
C -4.191 1.176 -0.293 -0.21
C -5.289 0.585 -0.842 -0.26
C 4.571 0.885 1.716 -0.39
C 3.155 1.438 1.569 -0.22
C 2.676 0.866 -1.261 -0.42
C 0.316 -3.191 -0.649 -0.54
C -1.872 -2.958 0.647 -0.69
C 2.215 0.317 1.132 -0.42
C 3.141 2.550 0.521 -0.40
C -3.037 1.803 -0.987 -0.54
C -1.830 0.890 -1.232 0.68
C 1.527 -2.446 -0.038 0.70
C -0.918 -2.392 -0.363 0.29
C 2.686 -0.247 -0.213 0.15
C -5.755 0.263 1.392 -0.41
C 3.613 1.989 -0.819 -0.20
C 4.105 -0.799 -0.066 -0.42
C 5.032 1.441 -0.673 -0.40
C 5.040 0.327 0.373 -0.22
H -2.627 -2.242 0.967 0.21
H 1.041 -0.970 -1.298 0.43
H 4.434 -1.213 -1.023 0.20
H 3.797 3.365 0.835 0.20
H -1.307 -3.280 1.519 0.25
H 5.710 2.242 -0.368 0.20
H 3.603 2.785 -1.572 0.21
H 4.106 -1.603 0.669 0.24
H 3.004 0.463 -2.222 0.21
H 2.131 2.952 0.417 0.21
H 6.056 -0.070 0.478 0.21
H 2.817 1.839 2.532 0.21
H -2.664 2.659 -0.419 0.25
H 1.660 1.247 -1.384 0.23
H -3.348 2.173 -1.968 0.25
H -5.457 0.527 -1.903 0.23
H -7.105 -0.430 -0.126 0.23
H 0.482 -3.273 -1.722 0.24
H 0.256 -4.182 -0.204 0.23
H -2.836 -0.632 -0.275 0.39
H -6.227 -0.022 2.311 0.24
H 4.583 0.094 2.469 0.21
H 5.382 1.053 -1.632 0.20
H 5.247 1.677 2.047 0.20
H 2.207 -0.484 1.873 0.22
H 1.195 0.697 1.025 0.20
H -2.374 -3.832 0.231 0.24

Model b:
53
Properties=species:S:1:pos:R:3:nbo_charge:R:1 method="wB97M-V/def2-TZVPD" homo_ha=-0.304 multiplicity=1 gap_ev=8.666 lumo_energy_ev=0.4 smiles="C[C@H]1[C@H](C)CCC[C@@H]1NC(=O)CCCn1c(=S)[nH]c2ccccc2c1=O" total_charge=0
S 1.382 1.769 -2.496 -0.25
O 1.150 0.602 1.280 -0.66
O 4.697 0.748 1.008 -0.58
N -0.764 1.407 0.413 -0.62
N 1.974 -0.574 -1.585 -0.59
N 3.137 1.171 -0.578 -0.45
C 2.211 0.757 -1.482 0.32
C 3.847 0.311 0.266 0.70
C 0.506 1.538 0.843 0.70
C -4.475 -0.316 0.739 -0.39
C 2.532 -1.520 -0.763 0.28
C -3.698 0.607 1.684 -0.41
C -2.438 0.004 -0.692 -0.20
C 3.494 -1.106 0.163 -0.21
C -1.628 -0.436 -1.908 -0.62
C -1.506 0.164 0.521 -0.04
C 2.765 -3.777 0.002 -0.16
C 2.556 3.048 0.905 -0.41
C 1.039 2.963 0.740 -0.52
C -4.425 -1.365 -1.531 -0.60
C 4.084 -2.044 1.007 -0.12
C -3.575 -0.963 -0.328 -0.22
C -2.274 0.097 1.854 -0.40
C 3.723 -3.372 0.926 -0.24
C 2.169 -2.862 -0.841 -0.28
C 3.326 2.592 -0.336 -0.23
H -4.961 -1.107 1.314 0.20
H -3.864 -1.985 -2.224 0.21
H -1.233 -1.440 -1.757 0.19
H 4.818 -1.698 1.718 0.24
H 2.857 2.429 1.752 0.24
H 1.265 -0.847 -2.254 0.43
H -4.199 0.654 2.652 0.21
H -0.803 0.256 -2.061 0.23
H 2.840 4.081 1.112 0.22
H -1.736 0.686 2.599 0.22
H -2.302 -0.933 2.210 0.20
H -3.671 1.623 1.284 0.19
H 0.737 3.393 -0.217 0.23
H -5.262 0.257 0.245 0.20
H -2.885 0.978 -0.922 0.19
H 0.559 3.538 1.537 0.23
H 4.178 -4.100 1.580 0.22
H -2.235 -0.431 -2.809 0.21
H -4.781 -0.484 -2.060 0.20
H -1.266 2.221 0.095 0.40
H -5.290 -1.934 -1.195 0.21
H -3.122 -1.870 0.086 0.19
H 2.481 -4.818 -0.056 0.22
H 2.998 3.137 -1.222 0.24
H -0.748 -0.628 0.518 0.22
H 1.423 -3.173 -1.558 0.21
H 4.395 2.753 -0.175 0.23

Which is most stable, and by how much? model b, by 0.0573 hartree.

Model a:
22
Properties=species:S:1:pos:R:3:nbo_charge:R:1 method="wB97M-V/def2-TZVPD" homo_ha="-0.292 / -0.284" multiplicity=1 gap_ev="8.591 / 7.989" lumo_energy_ev="0.6 / 0.3" total_charge=0
Si 1.357 -0.053 0.124 1.50
N -2.195 -0.650 0.365 -0.03
N -2.656 0.414 0.148 -0.16
C -4.097 0.604 -0.199 -0.46
C 3.013 0.118 1.041 -1.09
C 1.472 -1.505 -1.177 -1.06
C 0.110 -0.781 1.399 -0.71
C 0.653 1.541 -0.724 -1.10
H 0.522 -1.877 -1.415 0.23
H 2.130 -1.217 -2.029 0.23
H 3.473 1.002 0.620 0.23
H 1.226 2.095 -1.459 0.24
H 2.934 0.017 2.051 0.24
H 1.931 -2.312 -0.644 0.23
H -4.660 1.027 0.573 0.22
H -0.276 -0.238 2.222 0.18
H 0.182 2.251 -0.107 0.23
H -0.182 1.231 -1.416 0.24
H -4.399 -0.411 -0.269 0.20
H 3.727 -0.678 0.712 0.24
H -4.092 1.213 -1.149 0.22
H -0.174 -1.792 1.333 0.18

Model b:
22
Properties=species:S:1:pos:R:3:nbo_charge:R:1 method="wB97M-V/def2-TZVPD" homo_ha=-0.302 multiplicity=1 gap_ev=8.876 lumo_energy_ev=0.7 smiles=CCC[C@H]1C[Si]1(N)N total_charge=0
Si 2.157 -0.025 -0.161 1.80
N 3.538 0.930 -0.547 -1.30
N 2.443 -1.721 -0.617 -1.27
C -3.328 0.087 -0.089 -0.60
C 0.908 0.406 1.236 -0.85
C -0.845 -0.156 -0.502 -0.39
C 0.371 0.655 -0.193 -0.65
C -1.912 0.056 0.587 -0.40
H 1.746 -2.186 -1.236 0.39
H -1.238 0.031 -1.542 0.20
H -1.949 -0.779 1.236 0.20
H -0.010 1.662 -0.387 0.23
H 3.814 0.861 -1.505 0.40
H -3.617 -0.855 -0.519 0.20
H 0.647 -0.462 1.761 0.22
H -1.619 1.036 0.977 0.20
H 2.336 -2.361 0.201 0.39
H 0.783 1.269 1.953 0.24
H -0.693 -1.271 -0.496 0.18
H 3.926 1.715 -0.010 0.42
H -4.071 0.255 0.709 0.20
H -3.389 0.853 -0.858 0.20

Which is most stable, and by how much? model b, by 0.1261 hartree.

Model a:
42
Properties=species:S:1:pos:R:3:mulliken_spin:R:1 method="wB97M-V/def2-TZVPD" homo_ha="-0.236 / -0.295" multiplicity=5 s2=6.03 gap_ev="6.106 / 5.429" lumo_energy_ev="-0.3 / -2.6" total_charge=0
Ru 1.989 -0.680 -0.785 1.88
S 2.391 -0.194 -2.892 0.43
S 0.175 -1.668 -1.253 0.39
S 1.469 -1.364 -4.182 0.27
S -2.418 0.978 -3.501 0.00
S 0.430 -2.686 -2.949 0.15
O 3.149 -2.230 -0.918 0.12
O 1.580 1.354 0.077 0.15
N 1.437 -0.974 1.083 0.05
N 0.640 -0.084 1.608 0.24
C -0.159 2.226 1.456 0.00
C -0.887 2.202 2.659 0.02
C -1.592 4.512 2.292 0.01
C 0.901 -2.281 3.005 0.01
C -0.916 4.493 1.067 0.00
C -3.767 1.990 -4.028 0.00
C 1.468 -2.176 1.629 0.06
C 3.829 -4.419 -0.410 0.00
C -1.605 3.364 3.079 -0.01
C 3.008 -3.232 -0.061 0.07
C -3.116 0.042 -2.080 -0.01
C 2.228 -3.240 1.072 0.15
C 0.726 1.136 1.014 -0.03
C -0.207 3.375 0.661 0.00
H -3.922 2.753 -3.276 0.00
H 3.742 -5.179 0.337 0.00
H -2.029 5.412 2.640 0.00
H 1.725 -2.278 3.686 0.00
H -3.463 2.503 -4.965 0.00
H -3.415 0.806 -1.341 0.00
H -2.124 3.328 4.043 0.00
H -1.025 5.318 0.365 0.00
H -3.941 -0.594 -2.421 0.00
H 2.211 -4.146 1.718 0.01
H -4.652 1.369 -4.134 0.00
H 4.877 -4.170 -0.561 0.01
H 3.561 -4.938 -1.332 0.01
H -2.262 -0.557 -1.647 0.01
H 0.364 -3.250 3.030 0.00
H 0.171 -1.500 3.241 0.00
H -0.951 1.298 3.270 0.00
H 0.383 3.381 -0.295 0.00

Model b:
42
Properties=species:S:1:pos:R:3:mulliken_spin:R:1 method="wB97M-V/def2-TZVPD" homo_ha="-0.253 / -0.265" multiplicity=5 s2=6.06 gap_ev="6.067 / 5.097" lumo_energy_ev="-0.8 / -2.1" total_charge=0
Ru -0.027 1.112 -0.740 1.87
S 1.053 2.513 -1.949 0.30
S -2.238 2.075 -1.917 0.16
S -0.707 -0.112 -2.448 0.47
S 1.884 1.672 -3.496 0.11
S 0.298 0.139 -4.110 0.22
O -0.624 2.691 0.575 0.08
O 1.760 -0.322 -1.041 0.22
N 0.344 -0.033 0.987 0.14
N 0.900 -1.219 0.866 0.32
C 3.140 -4.001 -2.326 0.00
C 3.086 -4.803 -0.070 0.00
C 0.009 -0.840 3.262 0.02
C 2.405 -3.650 0.313 0.01
C -0.997 2.533 1.794 0.05
C 3.463 -4.978 -1.392 0.00
C -0.791 1.381 2.574 0.09
C -1.666 3.670 2.524 0.00
C 2.533 -2.833 -1.937 -0.02
C 2.147 -2.644 -0.620 0.00
C -0.151 0.204 2.234 0.00
C -2.698 3.740 -1.403 0.01
C -3.565 1.194 -1.114 0.00
C 1.578 -1.335 -0.295 -0.07
H -1.826 4.377 -1.568 0.01
H -3.508 4.021 -2.073 0.01
H 4.012 -5.874 -1.698 0.00
H 3.330 -5.551 0.668 0.00
H 2.050 -3.552 1.356 0.00
H -1.763 4.511 1.838 0.00
H -0.417 -0.513 4.205 0.00
H -0.503 -1.777 2.958 0.00
H -3.530 0.142 -1.446 -0.01
H -2.642 3.386 2.909 0.00
H -1.033 3.933 3.392 0.00
H -3.456 1.261 -0.022 0.00
H -1.138 1.411 3.628 0.01
H -4.532 1.614 -1.451 0.01
H 3.427 -4.158 -3.361 0.00
H -3.000 3.746 -0.348 0.00
H 2.321 -2.046 -2.646 -0.01
H 1.072 -1.083 3.382 0.00

Which is most stable, and by how much? model b, by 0.0071 hartree.

Model a:
17
Properties=species:S:1:pos:R:3:mulliken_spin:R:1 method="wB97M-V/def2-TZVPD" homo_ha="-0.697 / -0.697" multiplicity=2 s2=0.75 gap_ev="11.588 / 6.629" lumo_energy_ev="-7.4 / -12.3" total_charge=+2
N -0.809 2.342 -0.771 0.86
N 1.370 -1.601 1.940 0.00
C -0.212 -0.288 0.569 0.00
C -0.349 1.170 -1.539 0.02
C -0.789 -0.127 -0.831 0.03
C 0.395 -1.446 0.829 0.01
H 0.071 -2.380 0.388 0.00
H 0.702 1.183 -1.763 0.01
H -0.835 1.165 -2.534 0.09
H 1.991 -0.784 1.961 0.00
H 1.954 -2.420 1.741 0.00
H -0.010 0.596 1.184 0.00
H -1.883 -0.214 -0.831 0.00
H -1.825 2.181 -0.739 -0.01
H 0.921 -1.624 2.860 0.00
H -0.367 -0.959 -1.413 0.00
H -0.325 3.205 -1.051 -0.01

Model b:
17
Properties=species:S:1:pos:R:3:mulliken_spin:R:1 method="wB97M-V/def2-TZVPD" homo_ha="-0.739 / -0.732" multiplicity=2 s2=0.75 gap_ev="11.735 / 5.752" lumo_energy_ev="-8.4 / -14.2" total_charge=+2
N 1.358 1.508 2.338 0.02
N 0.219 0.093 0.856 0.06
C -0.125 -1.636 -1.952 0.35
C 0.327 0.798 2.003 0.00
C -0.978 0.092 -0.037 -0.01
C -0.568 -0.077 -1.443 0.28
H 1.298 1.795 3.311 0.00
H -1.068 -2.173 -2.014 0.02
H -1.619 -0.727 0.302 0.03
H -0.486 0.610 2.702 0.00
H 0.331 0.477 -1.719 0.03
H -1.360 0.017 -2.208 0.07
H 0.618 -1.858 -1.163 0.08
H 0.438 -1.715 -2.885 0.00
H -1.435 1.096 0.020 0.07
H 1.987 1.740 1.578 0.00
H 1.064 -0.038 0.310 0.00

Which is most stable, and by how much? model a, by 0.0492 hartree.